Entry 1:
The following is a quantum chemistry calculation of the molecule C25H29N3O4S, from the OMol25 dataset.

## Properties
Net charge: 0
E_HOMO: -8.503 eV
SMILES: Cc1ccc(NS(=O)(=O)c2cccc(C(=O)NC[C@@H](c3ccco3)N3CCCCC3)c2)cc1

Geometry (Å):
C (1.859, 1.459, -2.749)
C (2.984, 0.639, -2.200)
C (3.112, -0.709, -2.497)
C (4.102, -1.477, -1.909)
C (4.992, -0.898, -1.014)
N (5.948, -1.668, -0.326)
S (5.759, -1.736, 1.346)
O (6.512, -2.876, 1.777)
O (6.049, -0.458, 1.910)
C (4.003, -2.079, 1.473)
C (3.581, -3.394, 1.448)
C (2.226, -3.667, 1.357)
C (1.313, -2.628, 1.269)
C (1.744, -1.305, 1.301)
C (0.806, -0.151, 1.132)
O (1.118, 0.851, 0.517)
N (-0.396, -0.301, 1.731)
C (-1.458, 0.649, 1.529)
C (-2.368, 0.241, 0.336)
C (-3.244, -0.920, 0.707)
C (-4.488, -1.273, 0.276)
C (-4.817, -2.478, 0.946)
C (-3.749, -2.772, 1.731)
O (-2.788, -1.836, 1.594)
N (-3.185, 1.305, -0.202)
C (-4.015, 1.990, 0.772)
C (-5.087, 2.796, 0.041)
C (-4.427, 3.809, -0.887)
C (-3.480, 3.078, -1.832)
C (-2.471, 2.257, -1.032)
C (3.106, -1.034, 1.407)
C (4.902, 0.463, -0.744)
C (3.905, 1.215, -1.330)
H (2.226, 2.399, -3.157)
H (1.320, 0.921, -3.525)
H (1.171, 1.690, -1.936)
H (2.418, -1.177, -3.181)
H (4.178, -2.533, -2.135)
H (6.067, -2.603, -0.690)
H (4.320, -4.179, 1.501)
H (1.881, -4.690, 1.336)
H (0.264, -2.857, 1.145)
H (-0.639, -1.174, 2.171)
H (-2.045, 0.735, 2.446)
H (-0.987, 1.607, 1.297)
H (-1.695, -0.081, -0.474)
H (-5.087, -0.737, -0.429)
H (-5.722, -3.041, 0.852)
H (-3.551, -3.579, 2.408)
H (-4.484, 1.243, 1.416)
H (-3.423, 2.675, 1.404)
H (-5.703, 2.113, -0.546)
H (-5.726, 3.299, 0.768)
H (-5.183, 4.354, -1.454)
H (-3.863, 4.533, -0.294)
H (-4.053, 2.403, -2.469)
H (-2.949, 3.788, -2.469)
H (-1.820, 1.706, -1.713)
H (-1.843, 2.940, -0.435)
H (3.455, -0.015, 1.432)
H (5.600, 0.901, -0.049)
H (3.823, 2.266, -1.097)

Forces on atoms 1 to 3 (eV/Å):
0.0 0.0 0.1
0.0 0.0 0.0
0.0 0.1 0.0

Entry 2:
The following is a quantum chemistry calculation of a structure of composition C20H20IN6O6RhS2, from the OMol25 dataset.

## Properties
Net charge: +1
E_HOMO (alpha / beta): -11.190 / -11.563 eV
2S+1: 2
⟨S²⟩: 0.7548

Geometry (Å):
Rh (0.725, 0.060, -0.380)
O (-5.370, 0.304, -0.616)
C (-4.971, 1.566, -0.509)
O (-5.728, 2.496, -0.593)
C (-3.520, 1.797, -0.249)
C (-2.991, 3.011, 0.128)
N (-1.664, 2.837, 0.262)
N (-1.284, 1.586, -0.019)
C (-2.397, 0.947, -0.327)
C (-2.217, -0.468, -0.732)
O (-3.171, -1.243, -0.733)
O (-1.016, -0.790, -1.064)
H (-4.614, -0.335, -0.612)
H (-3.484, 3.954, 0.298)
H (-0.981, 3.531, 0.522)
C (3.636, 2.485, 0.212)
C (3.837, 1.024, -0.029)
N (2.925, 0.089, -0.187)
C (3.508, -1.156, -0.328)
C (4.862, -1.157, -0.309)
S (5.433, 0.427, -0.089)
C (2.650, -2.322, -0.462)
C (3.049, -3.617, -0.487)
S (1.684, -4.620, -0.627)
C (0.642, -3.265, -0.645)
N (1.290, -2.123, -0.549)
C (-0.821, -3.522, -0.795)
H (2.646, 2.674, 0.610)
H (3.746, 3.033, -0.723)
H (4.390, 2.849, 0.908)
H (5.533, -1.992, -0.415)
H (4.048, -4.016, -0.430)
H (-1.012, -4.591, -0.714)
H (-1.169, -3.172, -1.764)
H (-1.409, -2.993, -0.050)
N (-0.330, 2.712, -2.747)
C (0.751, 3.014, -2.018)
O (1.283, 2.223, -1.239)
C (1.299, 4.408, -2.184)
I (0.535, 5.618, -0.477)
H (-0.671, 1.762, -2.720)
H (-0.649, 3.311, -3.488)
H (0.895, 5.047, -2.956)
H (2.323, 4.561, -1.881)
O (0.667, -0.291, 1.807)
N (-0.174, -1.223, 2.221)
C (-1.468, -0.912, 2.421)
C (-2.375, -1.886, 2.777)
C (-1.941, -3.190, 2.964)
C (-0.588, -3.467, 2.834)
C (0.282, -2.465, 2.464)
H (-1.713, 0.127, 2.269)
H (-3.413, -1.614, 2.900)
H (-2.645, -3.974, 3.206)
H (-0.198, -4.459, 3.011)
H (1.346, -2.591, 2.339)

Forces on atoms 1 to 3 (eV/Å):
1.2 -2.4 -0.6
0.0 0.0 -0.1
0.0 0.0 0.0

Entry 3:
The following is a quantum chemistry calculation of the molecule C6H11P, from the OMol25 dataset.

## Properties
Net charge: 0
E_HOMO: -8.840 eV
SMILES: C#CP(CC)CC

Geometry (Å):
C (-2.597, 2.039, -0.330)
C (-1.698, 1.359, 0.123)
P (-0.338, 0.507, 0.914)
C (0.938, 1.268, -0.133)
C (2.369, 0.974, 0.372)
C (-0.502, -1.041, -0.028)
C (-1.724, -1.837, 0.411)
H (-3.148, 2.892, -0.589)
H (0.777, 1.080, -1.187)
H (0.754, 2.278, -0.030)
H (2.766, 1.398, 1.206)
H (2.492, -0.059, 0.417)
H (2.994, 1.277, -0.443)
H (-0.341, -0.670, -1.058)
H (0.358, -1.627, 0.318)
H (-1.794, -2.118, 1.423)
H (-2.418, -1.083, 0.185)
H (-2.059, -2.635, -0.204)

Forces on atoms 1 to 3 (eV/Å):
1.6 -0.5 0.8
-0.9 0.5 0.0
-0.7 0.2 0.0

Entry 4:
The following is a quantum chemistry calculation of the ion C13H20NO with charge +1, from the OMol25 dataset.

## Properties
Net charge: +1
E_HOMO: -12.882 eV
SMILES: CC[NH+](CC)[C@H](C)C(=O)c1ccccc1

Geometry (Å):
C (1.282, 2.572, -0.638)
C (2.248, 1.628, 0.058)
N (1.827, 0.204, -0.029)
C (2.937, -0.740, 0.279)
C (2.987, -1.873, -0.734)
C (0.503, -0.021, 0.630)
C (0.384, -1.288, 1.474)
C (-0.503, -0.106, -0.547)
O (-0.016, -0.223, -1.659)
C (-1.930, -0.074, -0.284)
C (-2.785, -0.467, -1.324)
C (-4.153, -0.456, -1.149)
C (-4.691, -0.041, 0.060)
C (-3.856, 0.367, 1.092)
C (-2.486, 0.353, 0.930)
H (0.309, 2.613, -0.156)
H (1.142, 2.285, -1.678)
H (1.700, 3.575, -0.622)
H (3.222, 1.715, -0.428)
H (2.365, 1.891, 1.113)
H (1.547, 0.025, -1.043)
H (2.830, -1.122, 1.292)
H (3.876, -0.186, 0.237)
H (3.173, -1.488, -1.734)
H (3.798, -2.549, -0.480)
H (2.065, -2.447, -0.753)
H (0.282, 0.840, 1.264)
H (-0.648, -1.389, 1.801)
H (0.637, -2.180, 0.909)
H (1.004, -1.235, 2.366)
H (-2.347, -0.788, -2.257)
H (-4.801, -0.767, -1.953)
H (-5.761, -0.028, 0.199)
H (-4.280, 0.702, 2.026)
H (-1.861, 0.698, 1.739)

Forces on atoms 1 to 3 (eV/Å):
0.0 -0.1 0.0
0.1 0.8 -0.1
-0.1 0.0 -0.7

Entry 5:
The following is a quantum chemistry calculation of a cluster of 2 separate species, C3H5IN2S in total, from the OMol25 dataset.

## Properties
Net charge: 0
E_HOMO: -8.754 eV
SMILES: C#[N+][S-].C/N=C\I

Geometry (Å):
C (-0.645, -2.830, -0.098)
N (-0.308, -2.432, -1.162)
S (0.434, -1.874, -2.435)
H (-0.894, -3.601, 0.541)
C (1.280, 0.682, 0.537)
N (0.885, -0.408, 1.426)
C (-0.243, -0.858, 1.582)
I (-2.173, -0.035, 0.870)
H (0.341, 1.105, 0.139)
H (1.892, 1.481, 1.025)
H (1.825, 0.148, -0.408)
H (-0.346, -1.800, 2.159)

Forces on atoms 1 to 3 (eV/Å):
0.8 1.5 -4.2
-0.2 -1.5 3.3
-0.1 0.5 -0.7

Entry 6:
The following is a quantum chemistry calculation of the ion C6H2N with charge +1, from the OMol25 dataset.

## Properties
Net charge: +1
E_HOMO (alpha / beta): -14.658 / -16.572 eV
2S+1: 3
⟨S²⟩: 2.0156

Geometry (Å):
C (0.933, 1.076, 0.110)
C (0.924, 2.184, -0.496)
C (1.192, 0.178, 1.161)
C (-0.852, -0.970, -0.090)
C (-1.706, 0.109, -2.122)
C (0.201, -0.331, 0.431)
N (-1.193, -0.531, -1.285)
H (1.957, -0.043, 1.949)
H (-1.455, -1.670, 0.343)

Forces on atoms 1 to 3 (eV/Å):
-1.2 -6.0 3.1
-0.1 4.2 -2.7
1.0 -1.4 1.2

Entry 7:
The following is a quantum chemistry calculation of a structure of composition C54H71BrGeIrN6P3S, from the OMol25 dataset.

## Properties
Net charge: +2
E_HOMO (alpha / beta): -11.444 / -11.431 eV

Geometry (Å):
Ir (0.591, -0.753, 1.349)
C (-2.833, 0.399, 0.983)
C (-3.024, -0.966, 1.636)
C (-4.169, -1.707, 0.950)
P (-1.428, -1.937, 1.680)
C (-1.515, -3.080, 0.236)
N (-1.373, -2.414, -1.021)
Ge (-0.406, -0.341, -1.223)
N (-1.472, 1.211, -2.071)
C (-1.616, 2.512, -1.492)
P (-0.213, 3.198, -0.486)
C (1.194, 3.467, -1.698)
C (0.770, 3.776, -3.127)
C (2.183, 4.500, -1.162)
C (-0.986, 4.839, 0.021)
C (-1.435, 5.751, -1.116)
C (-0.085, 5.610, 0.984)
C (-2.570, 0.730, -2.734)
C (-3.815, 1.358, -2.869)
C (-4.850, 0.729, -3.534)
C (-4.681, -0.533, -4.084)
C (-3.450, -1.164, -3.986)
C (-2.409, -0.535, -3.336)
N (-1.079, -1.051, -3.266)
C (-0.972, -2.470, -3.337)
C (-0.642, -3.168, -4.484)
C (-0.585, -4.552, -4.473)
C (-0.870, -5.251, -3.304)
C (-1.169, -4.578, -2.144)
C (-1.203, -3.165, -2.118)
C (-0.204, -0.374, -4.181)
C (-0.532, -0.174, -5.509)
C (0.408, 0.366, -6.374)
C (1.666, 0.713, -5.897)
C (1.981, 0.576, -4.561)
C (1.042, 0.039, -3.668)
N (1.196, -0.078, -2.325)
C (2.471, -0.072, -1.697)
P (2.540, -1.444, -0.432)
C (2.298, -2.883, -1.619)
C (3.267, -2.941, -2.799)
C (2.218, -4.229, -0.902)
C (4.379, -1.310, -0.074)
C (5.057, -2.606, 0.354)
C (4.604, -0.217, 0.967)
C (-1.572, -3.122, 3.134)
C (-2.292, -4.437, 2.835)
C (-2.216, -2.470, 4.356)
H (-3.641, 1.065, 1.274)
H (-2.866, 0.280, -0.097)
H (-1.884, 0.864, 1.258)
H (-3.282, -0.815, 2.688)
H (-3.985, -1.800, -0.118)
H (-5.086, -1.136, 1.079)
H (-4.337, -2.693, 1.373)
H (-2.476, -3.611, 0.279)
H (-0.710, -3.814, 0.401)
H (-2.483, 2.565, -0.818)
H (-1.764, 3.230, -2.308)
H (1.694, 2.493, -1.704)
H (0.178, 4.685, -3.188)
H (0.212, 2.949, -3.562)
H (1.665, 3.918, -3.732)
H (1.799, 5.509, -1.266)
H (3.116, 4.450, -1.719)
H (2.414, 4.320, -0.114)
H (-1.869, 4.496, 0.573)
H (-0.595, 6.108, -1.704)
H (-1.920, 6.620, -0.673)
H (-2.149, 5.278, -1.785)
H (0.607, 6.246, 0.443)
H (0.500, 4.946, 1.612)
H (-0.685, 6.239, 1.637)
H (-3.990, 2.340, -2.464)
H (-5.806, 1.223, -3.619)
H (-5.487, -1.008, -4.617)
H (-3.295, -2.133, -4.437)
H (-0.446, -2.637, -5.403)
H (-0.349, -5.080, -5.384)
H (-0.856, -6.330, -3.311)
H (-1.379, -5.139, -1.249)
H (-1.508, -0.462, -5.874)
H (0.163, 0.488, -7.418)
H (2.401, 1.114, -6.579)
H (2.949, 0.905, -4.212)
H (2.641, 0.855, -1.139)
H (3.282, -0.196, -2.421)
H (1.300, -2.674, -2.036)
H (4.298, -3.078, -2.486)
H (3.206, -2.053, -3.426)
H (3.001, -3.791, -3.425)
H (3.188, -4.557, -0.539)
H (1.849, -4.989, -1.589)
H (1.542, -4.181, -0.050)
H (4.824, -0.987, -1.024)
H (4.667, -2.965, 1.303)
H (6.125, -2.426, 0.470)
H (4.931, -3.390, -0.389)
H (4.206, -0.517, 1.933)
H (4.143, 0.726, 0.681)
H (5.669, -0.041, 1.088)
H (-0.531, -3.359, 3.381)
H (-3.312, -4.284, 2.495)
H (-2.349, -5.006, 3.761)
H (-1.758, -5.046, 2.113)
H (-3.286, -2.338, 4.216)
H (-1.763, -1.511, 4.589)
H (-2.077, -3.124, 5.212)
Br (2.168, -2.950, 2.593)
C (2.552, -1.649, 3.952)
C (3.696, -1.789, 4.683)
C (3.889, -0.982, 5.814)
C (2.892, -0.147, 6.228)
C (1.711, 0.011, 5.473)
C (0.656, 0.822, 5.933)
C (-0.485, 0.948, 5.194)
C (-0.554, 0.393, 3.905)
C (0.467, -0.368, 3.384)
C (1.564, -0.679, 4.231)
H (4.437, -2.526, 4.416)
H (4.806, -1.075, 6.371)
H (2.982, 0.410, 7.148)
H (0.755, 1.320, 6.886)
H (-1.327, 1.510, 5.570)
H (-1.434, 0.612, 3.317)
C (-2.745, 3.506, 3.303)
C (-1.258, 3.419, 3.299)
C (-0.495, 3.921, 4.353)
C (0.871, 3.699, 4.310)
N (1.432, 3.006, 3.332)
C (0.635, 2.577, 2.378)
S (1.381, 1.691, 1.075)
N (-0.675, 2.780, 2.285)
H (-3.086, 4.468, 3.675)
H (-3.136, 2.743, 3.979)
H (-3.144, 3.318, 2.312)
H (-0.952, 4.451, 5.170)
H (1.549, 4.064, 5.067)

Forces on atoms 1 to 3 (eV/Å):
1.3 -0.5 -1.3
0.1 -0.1 0.1
0.4 0.2 0.1

Entry 8:
The following is a quantum chemistry calculation of a structure of composition C3H3O2Tl, from the OMol25 dataset.

## Properties
Net charge: 0
E_HOMO: -7.927 eV

Geometry (Å):
O (0.365, -1.154, 0.011)
C (-0.442, -0.087, -0.315)
C (1.733, -0.710, -0.215)
O (0.407, 0.998, 0.159)
C (1.561, 0.752, -0.575)
H (2.158, -1.232, -1.094)
H (2.309, -0.908, 0.700)
Tl (-3.006, -0.093, 0.326)
H (0.250, 0.288, -1.527)

Forces on atoms 1 to 3 (eV/Å):
0.1 -1.7 0.4
4.0 1.3 -2.2
-1.2 -0.7 -0.9

Entry 9:
The following is a quantum chemistry calculation of a structure of composition C23H27Br2NOSTi, from the OMol25 dataset.

## Properties
Net charge: -2
E_HOMO (alpha / beta): 0.746 / -1.205 eV
2S+1: 3
⟨S²⟩: 2.0243

Geometry (Å):
Ti (-0.286, -1.336, -0.205)
C (0.162, 2.861, 1.589)
C (-0.936, 2.256, 0.749)
C (-1.785, 1.285, 1.294)
C (-1.706, 0.943, 2.760)
C (-2.673, 0.598, 0.461)
C (-3.546, -0.503, 1.010)
C (-2.821, 0.980, -0.885)
C (-3.880, 0.279, -1.695)
C (-1.985, 1.959, -1.420)
C (-2.012, 2.316, -2.889)
C (-1.041, 2.592, -0.598)
C (-0.096, 3.610, -1.188)
H (-0.110, 3.845, 1.990)
H (1.074, 2.983, 1.003)
H (0.429, 2.209, 2.414)
H (-2.682, 0.657, 3.152)
H (-1.355, 1.794, 3.343)
H (-1.008, 0.118, 2.931)
H (-4.530, -0.131, 1.324)
H (-3.079, -0.985, 1.867)
H (-3.688, -1.280, 0.259)
H (-3.598, -0.770, -1.841)
H (-4.032, 0.731, -2.671)
H (-4.839, 0.307, -1.169)
H (-2.442, 3.309, -3.065)
H (-2.574, 1.598, -3.477)
H (-1.000, 2.328, -3.298)
H (0.826, 3.130, -1.537)
H (0.190, 4.364, -0.455)
H (-0.536, 4.131, -2.038)
C (0.380, -0.671, -3.698)
C (1.542, -0.354, -2.806)
C (2.754, -0.006, -3.354)
C (3.869, 0.324, -2.563)
C (3.675, 0.384, -1.160)
C (4.641, 0.794, -0.212)
Br (6.401, 1.267, -0.803)
C (4.380, 0.881, 1.138)
C (3.106, 0.560, 1.589)
Br (2.736, 0.686, 3.455)
C (2.085, 0.137, 0.725)
O (0.877, -0.141, 1.108)
C (2.399, 0.030, -0.656)
N (1.345, -0.411, -1.450)
H (0.646, -0.448, -4.735)
H (-0.500, -0.087, -3.417)
H (0.066, -1.710, -3.602)
H (2.834, 0.017, -4.435)
H (4.821, 0.585, -3.000)
H (5.146, 1.194, 1.833)
C (-0.210, -2.702, 1.517)
H (-0.201, -2.175, 2.480)
H (0.770, -3.192, 1.420)
H (-0.975, -3.482, 1.527)
S (-1.571, -2.528, -1.556)

Forces on atoms 1 to 3 (eV/Å):
0.7 -0.3 0.1
0.1 0.0 0.0
0.1 0.0 0.1

Entry 10:
The following is a quantum chemistry calculation of a cluster of 2 separate species, C2H6I2NP in total, from the OMol25 dataset.

## Properties
Net charge: 0
E_HOMO (alpha / beta): -8.611 / -8.610 eV

Geometry (Å):
C (-1.342, 1.172, 0.159)
C (0.141, 1.309, 0.585)
N (0.723, 0.209, 1.113)
P (1.276, -1.724, -0.549)
I (1.743, -3.590, 0.902)
I (1.703, -2.599, -2.827)
H (-1.539, 1.763, -0.731)
H (-1.579, 0.130, -0.047)
H (-1.996, 1.511, 0.959)
H (0.231, 2.110, 1.345)
H (0.732, 1.680, -0.275)
H (-0.093, -1.973, -0.634)

Forces on atoms 1 to 3 (eV/Å):
0.2 0.3 -0.1
-1.7 -0.1 -0.7
1.3 -0.9 0.2

Entry 11:
The following is a quantum chemistry calculation of a structure of composition C10H18BrF4N3O, from the OMol25 dataset.

## Properties
Net charge: 0
E_HOMO: -7.745 eV

Geometry (Å):
C (-3.393, 0.089, 1.537)
C (-2.335, -0.215, 0.471)
C (-0.943, -0.472, 1.066)
C (-0.102, -1.339, 0.122)
C (1.352, -0.931, 0.236)
C (2.317, -1.811, -0.538)
C (2.575, -3.127, 0.203)
F (1.779, -2.149, -1.784)
N (1.519, 0.512, -0.068)
C (1.208, 0.878, -1.446)
O (-0.072, 1.535, -1.476)
C (-0.590, 1.815, -2.691)
F (-1.115, 3.019, -2.665)
F (-1.549, 0.956, -3.011)
F (0.325, 1.777, -3.660)
C (0.742, 1.264, 0.829)
N (1.098, 2.579, 1.054)
N (-0.251, 0.779, 1.497)
H (-2.971, 0.849, 2.201)
H (-4.277, 0.519, 1.071)
H (-3.695, -0.806, 2.081)
H (-2.339, 0.578, -0.275)
H (-2.592, -1.167, 0.000)
H (-1.111, -1.054, 1.974)
H (-0.173, -2.381, 0.443)
H (-0.468, -1.340, -0.904)
H (1.609, -1.026, 1.292)
H (3.281, -1.316, -0.669)
H (1.816, -3.832, -0.141)
H (2.448, -3.037, 1.278)
H (3.535, -3.557, -0.066)
H (1.201, 0.005, -2.093)
H (1.967, 1.567, -1.814)
H (0.884, 3.293, 0.382)
H (1.613, 2.851, 1.870)
H (-0.996, 1.609, 1.660)
Br (-2.298, 3.086, 2.033)

Forces on atoms 1 to 3 (eV/Å):
0.4 0.0 -0.1
-0.4 -0.3 0.6
0.0 -0.6 0.1